(1)
64
Properties=species:S:1:pos:R:3 method="wB97M-V/def2-TZVPD" total_charge=+2 de_lowest_kj_mol=15.0 homo_ha=-0.464 orbital_gap_ev=5.635
Ir 0.19984 1.00973 -0.99543
O 2.52501 -4.76319 1.63627
C 2.88915 -4.33915 0.53167
O 3.70167 -4.74351 -0.30712
C 2.19998 -3.00642 0.13120
C 2.49379 -2.41248 -1.09229
C 1.88919 -1.21394 -1.41347
N 1.04003 -0.66235 -0.52598
C 0.72417 -1.20966 0.66480
C 1.30448 -2.40905 1.01511
C -0.22720 -0.39858 1.45766
C -0.64001 -0.73784 2.73194
C -1.52383 0.09846 3.40011
C -1.96550 1.25574 2.77830
C -1.51463 1.54056 1.50211
N -0.67306 0.73211 0.85400
C 2.07930 -0.39959 -2.63468
C 2.91336 -0.76599 -3.67097
C 3.04856 0.08306 -4.76150
C 2.34816 1.27714 -4.78372
C 1.52253 1.58687 -3.71776
N 1.38859 0.77077 -2.66918
H 3.20080 -2.92637 -1.73338
H 1.11994 -2.92665 1.94984
H -0.27233 -1.64158 3.19748
H -1.85572 -0.15043 4.39904
H -2.64150 1.93916 3.27177
H -1.82213 2.43489 0.97609
H 3.45105 -1.70258 -3.62870
H 3.69563 -0.19015 -5.58388
H 2.42746 1.96393 -5.61380
H 0.94534 2.50158 -3.69315
N -2.60652 -1.39589 -0.58071
C -2.81908 -0.25418 -1.21608
S -1.59793 0.38813 -2.30495
N -3.95484 0.39829 -1.07944
C -5.09324 -0.09637 -0.33967
C -5.49494 0.58067 0.80079
C -6.59798 0.11621 1.50237
C -7.27442 -1.01433 1.06611
C -6.86273 -1.68084 -0.08069
C -5.76994 -1.21864 -0.79863
H -1.80403 -1.95324 -0.82336
H -3.33466 -1.81233 -0.01466
H -4.02663 1.28448 -1.56071
H -4.96165 1.46588 1.12483
H -6.93265 0.64073 2.38674
H -8.13463 -1.37135 1.61552
H -7.40377 -2.54975 -0.42901
H -5.46160 -1.70591 -1.71587
O 1.68134 2.02385 0.09337
S 3.18853 1.63962 -0.03600
C 3.60570 0.78366 1.50996
C 4.78026 1.55076 2.10946
C 4.46233 3.02765 1.89175
C 4.06428 3.16074 0.42374
H 3.79974 -0.26724 1.29921
H 2.70413 0.88470 2.11942
H 5.70875 1.27866 1.60363
H 4.89848 1.29679 3.16172
H 5.31769 3.66476 2.10938
H 3.63962 3.34254 2.53520
H 4.92875 3.22186 -0.23779
H 3.37950 3.97558 0.19199

***

(2)
61
Properties=species:S:1:pos:R:3 method="wB97M-V/def2-TZVPD" de_lowest_kj_mol=0.0 homo_ha=-0.279 smiles="CCOc1ccc(-n2cc(C(=O)Nc3cccc(OC)c3)c3cc(OC)c(OC)cc3c2=O)cc1" orbital_gap_ev=8.104
C 6.58553 0.76943 0.39965
C 6.25844 2.23396 0.67808
O 5.18901 2.70748 -0.11655
C 3.92124 2.29657 0.14618
C 3.50946 1.61695 1.28852
C 2.18638 1.24039 1.43319
C 1.25828 1.51892 0.44191
N -0.05914 0.99046 0.52367
C -0.16528 -0.33964 0.77603
C -1.31928 -1.04312 0.65932
C -1.28995 -2.51866 0.82205
O -2.13914 -3.16938 1.39866
N -0.19644 -3.14961 0.28902
C 0.83029 -2.60282 -0.50243
C 0.53403 -1.82423 -1.61424
C 1.56381 -1.21567 -2.31118
C 2.87539 -1.38247 -1.91980
C 3.18256 -2.19818 -0.82934
O 4.50267 -2.30022 -0.51802
C 4.88162 -3.09969 0.57638
C 2.15544 -2.81830 -0.12930
C -2.52908 -0.32090 0.37063
C -3.78364 -0.93754 0.28232
C -4.92037 -0.20530 0.01925
O -6.17070 -0.71682 -0.06743
C -6.34418 -2.09796 0.14510
C -4.82444 1.20155 -0.18346
O -5.99804 1.83427 -0.43886
C -5.96876 3.22774 -0.63195
C -3.59235 1.80655 -0.10843
C -2.43571 1.06439 0.16903
C -1.16708 1.78028 0.20692
O -1.04226 2.97306 -0.00601
C 1.65662 2.22816 -0.68576
C 2.96954 2.61716 -0.82481
H 5.72668 0.13430 0.60246
H 7.41807 0.45373 1.02250
H 6.85788 0.64420 -0.64507
H 7.10454 2.86606 0.39508
H 6.05368 2.39467 1.74379
H 4.20362 1.37560 2.07796
H 1.87924 0.72348 2.33098
H 0.76049 -0.81581 1.05695
H -0.10726 -4.12147 0.55792
H -0.49315 -1.68351 -1.91097
H 1.33731 -0.59874 -3.16670
H 3.68372 -0.89633 -2.44049
H 5.96692 -3.03035 0.62913
H 4.59388 -4.14554 0.43044
H 4.45011 -2.73093 1.51295
H 2.35523 -3.44307 0.72781
H -3.83828 -1.99872 0.45555
H -5.81286 -2.68933 -0.60734
H -6.00669 -2.39690 1.14200
H -7.41457 -2.27543 0.05494
H -5.35833 3.50051 -1.49866
H -5.59005 3.74777 0.25361
H -7.00208 3.52077 -0.81012
H -3.46475 2.86691 -0.25565
H 0.93601 2.46593 -1.45059
H 3.29445 3.16256 -1.69621

***

(3)
62
Properties=species:S:1:pos:R:3 method="wB97M-V/def2-TZVPD" de_lowest_kj_mol=257.3 homo_ha=-0.312 orbital_gap_ev=8.219
C 5.04589 -1.20108 1.98055
C 3.89196 -1.20704 1.34171
C 2.68947 -1.98908 1.77734
N 1.48133 -1.20432 1.67683
C 0.49849 -1.46956 0.77197
O 0.49411 -2.39091 -0.00742
C -0.58654 -0.37721 0.91710
C -0.79065 0.34357 -0.39489
C 0.22105 0.93303 -1.07469
O 1.45762 0.93711 -0.52613
C 0.06917 1.57666 -2.38356
C -0.61378 0.94966 -3.42473
C -0.72650 1.57191 -4.64827
C -0.16390 2.82614 -4.86311
C 0.56939 3.43679 -3.83842
C 0.68086 2.80757 -2.60843
O 1.19845 4.64235 -4.00761
C 1.29374 5.03967 -5.35865
C -0.03485 4.80235 -6.07395
O -0.34525 3.42556 -6.07573
C -2.21265 0.35336 -0.70890
O -2.78727 0.90499 -1.61919
C -2.88495 -0.44814 0.40410
O -4.06854 -0.65066 0.55050
N -1.90076 -0.89295 1.22365
C -2.18125 -1.61773 2.44446
C -2.81256 -2.98649 2.18697
C -1.83511 -3.98059 1.55107
O -2.42812 -5.20348 1.18625
C -2.80817 -6.02245 2.26178
C -0.01216 0.48509 2.01245
C -0.51042 1.62361 2.60129
C 0.24024 2.22555 3.60524
C 1.45762 1.69181 3.99348
C 1.96711 0.54274 3.40196
C 1.21426 -0.05351 2.40936
H 5.89155 -0.63903 1.62447
H 5.19860 -1.77181 2.88243
H 3.74852 -0.63224 0.43725
H 2.54343 -2.84609 1.10884
H 2.81179 -2.35341 2.80283
H 2.07440 1.38623 -1.12177
H -1.04980 -0.02251 -3.27095
H -1.26424 1.11075 -5.46024
H 1.21494 3.32671 -1.82517
H 1.55934 6.09753 -5.35184
H 2.08288 4.46392 -5.86181
H 0.01572 5.11048 -7.11890
H -0.82794 5.36222 -5.56054
H -1.24660 -1.72471 3.00122
H -2.88069 -1.02154 3.04310
H -3.67361 -2.86144 1.52993
H -3.16447 -3.37495 3.14478
H -0.99348 -4.16244 2.24179
H -1.43747 -3.57509 0.61821
H -1.97810 -6.16300 2.96644
H -3.67041 -5.62020 2.80524
H -3.08051 -6.98457 1.83133
H -1.45833 2.03552 2.28918
H -0.12941 3.11927 4.08363
H 2.02664 2.17720 4.77210
H 2.91989 0.13886 3.70411

***

(4)
59
Properties=species:S:1:pos:R:3 method="wB97M-V/def2-TZVPD" total_charge=+1 de_lowest_kj_mol=0.0 homo_ha="-0.390 / -0.394" orbital_gap_ev="7.438 / 7.514"
Ni 0.35663 0.09180 -1.46309
C -3.93664 -0.18325 -1.49146
C -4.30266 1.14746 -1.56652
C -3.31463 2.11975 -1.63716
C -1.99036 1.72295 -1.63264
N -1.63848 0.42356 -1.56457
C -2.58758 -0.50591 -1.49186
C -0.84412 2.66381 -1.71798
C -0.89963 4.04607 -1.81330
C 0.29921 4.73964 -1.90864
C 1.51196 4.06519 -1.92178
C 1.48770 2.68172 -1.82384
N 0.32939 2.04130 -1.71263
C 2.65067 1.75881 -1.85359
C 3.96125 2.17652 -1.98697
C 4.96567 1.21920 -2.02791
C 4.62800 -0.11772 -1.93738
C 3.29057 -0.46140 -1.80537
N 2.32653 0.45369 -1.76380
H -4.67578 -0.96944 -1.43769
H -5.34617 1.43218 -1.57279
H -3.57909 3.16549 -1.69822
H -2.23682 -1.52807 -1.44077
H -1.84004 4.57713 -1.81759
H 0.28721 5.81869 -1.98393
H 2.43986 4.61069 -2.00988
H 4.20278 3.22687 -2.06179
H 5.99900 1.52077 -2.13338
H 5.37989 -0.89278 -1.97029
H 2.96203 -1.48990 -1.73374
N 0.41896 0.28491 0.79699
C 0.20079 0.09590 1.91870
N -0.05454 -0.14404 3.17882
C 0.48329 -1.35782 3.82317
C -0.40083 -1.71976 5.01392
C -1.86713 -1.49856 4.65724
C -2.16011 -0.00388 4.44018
C -0.90328 0.74118 3.98288
H 1.51962 -1.19178 4.12668
H 0.46547 -2.16041 3.08399
H -0.12939 -1.11988 5.88604
H -0.20977 -2.75840 5.28297
H -2.51683 -1.90068 5.43351
H -2.09150 -2.05671 3.74426
H -2.51408 0.45579 5.36469
H -2.95491 0.11724 3.70293
H -0.31623 1.08296 4.83788
H -1.14197 1.61951 3.38666
C 0.40425 -4.62335 -1.91169
C -0.01217 -3.81224 -2.95827
C -0.02990 -2.43057 -2.80520
C 0.36413 -1.81417 -1.61295
C 0.78114 -2.65539 -0.57736
C 0.80321 -4.03913 -0.71799
H 0.41976 -5.69933 -2.02659
H -0.32066 -4.25684 -3.89662
H -0.35886 -1.82218 -3.64365
H 1.10285 -2.22328 0.36541
H 1.13236 -4.66389 0.10399